Formula: CH2LiLuO
Source: the OMol25 dataset
Level of theory: wB97M-V/def2-TZVPD

CARTESIAN COORDINATES (ANGSTROEM)
1 C 0.12647 -0.60233 0.59821
2 O -0.94146 -0.03684 -0.05693
3 H 0.05120 -0.41328 1.69814
4 Lu 1.25784 0.87349 -0.96185
5 Li -2.38915 -1.04550 0.63906
6 H -0.45390 -1.94182 0.81645

Results
Net charge: +1
Highest occupied orbital energy (spin up / spin down) in eV: -11.4792 / -11.8851
E_LUMO (spin up / spin down) in eV: -4.01 / -6.08
Max |F| in eV Å⁻¹: 4.087
2S+1: 2
HOMO-LUMO gap (spin up / spin down) in eV: 7.5 / 5.8

Computed natural (NBO) charges, given in elementary charges: atom 1 (C): -0.5346, atom 2 (O): -1.0800, atom 3 (H): 0.1577, atom 4 (Lu): 1.5003, atom 5 (Li): 0.9735, atom 6 (H): -0.0168


Formula: C42H46FFeIN5OP2Se2Si
Source: the OMol25 dataset
Level of theory: wB97M-V/def2-TZVPD

CARTESIAN COORDINATES (ANGSTROEM)
1 Fe 0.63018 0.83278 2.03563
2 C -1.13164 2.48312 4.67567
3 Si -0.09158 1.00914 5.15464
4 C 0.40957 1.30931 6.93044
5 C -1.16483 -0.52607 5.20030
6 N 1.17176 0.79021 3.96958
7 C 2.53310 0.66252 4.23146
8 C 3.15367 0.71024 5.49578
9 C 4.52994 0.61538 5.65365
10 C 5.37540 0.45406 4.56625
11 C 4.80696 0.36498 3.30318
12 C 3.44270 0.45177 3.19337
13 F 2.89431 0.33250 1.94544
14 H -1.92917 2.64550 5.40781
15 H -1.60901 2.34968 3.70568
16 H -0.52345 3.39046 4.62817
17 H -0.50920 1.48678 7.49747
18 H 1.04775 2.18670 7.05215
19 H 0.91145 0.44966 7.37987
20 H -2.14504 -0.31287 5.63706
21 H -0.69283 -1.30774 5.80355
22 H -1.32596 -0.92797 4.20091
23 H 2.54059 0.82940 6.36995
24 H 4.94588 0.67386 6.65195
25 H 6.44735 0.39400 4.69299
26 H 5.40169 0.22623 2.40999
27 Se -2.42566 -0.51396 -4.27992
28 P -0.45022 0.08568 -3.88289
29 C 0.74841 -1.12653 -4.49429
30 C 1.39645 -0.95485 -5.70884
31 C 2.22022 -1.95962 -6.20387
32 C 2.39091 -3.13389 -5.48955
33 C 1.73426 -3.31074 -4.27571
34 C 0.91345 -2.31330 -3.78194
35 C -0.01006 1.66912 -4.65996
36 C -0.94166 2.33071 -5.45032
37 C -0.60534 3.53350 -6.06094
38 C 0.66101 4.06929 -5.88571
39 C 1.59529 3.40830 -5.09557
40 C 1.26495 2.21190 -4.48040
41 C 0.05685 0.29218 -2.16062
42 C -0.53953 0.50316 -0.91990
43 N 0.47432 0.59647 -0.03999
44 N 1.62483 0.47178 -0.68430
45 N 1.39626 0.28414 -1.96039
46 P -2.18585 0.67825 -0.24118
47 Se -2.09645 0.43308 1.87874
48 C -2.82891 2.29362 -0.73375
49 C -3.37175 3.14074 0.22864
50 C -3.76694 4.42475 -0.12336
51 C -3.61299 4.86549 -1.42994
52 C -3.07962 4.01848 -2.39359
53 C -2.68956 2.73466 -2.04891
54 C -3.22433 -0.61056 -0.92486
55 C -2.70058 -1.89382 -1.04373
56 C -3.50652 -2.92506 -1.48959
57 C -4.83611 -2.67554 -1.80938
58 C -5.36150 -1.39912 -1.67211
59 C -4.55635 -0.36206 -1.22227
60 H 1.26425 -0.03982 -6.27220
61 H 2.72695 -1.82052 -7.15000
62 H 3.03088 -3.91557 -5.87816
63 H 1.86333 -4.22973 -3.71759
64 H 0.39542 -2.45228 -2.83957
65 H -1.92374 1.89271 -5.58437
66 H -1.33232 4.04523 -6.67865
67 H 0.92426 5.00357 -6.36525
68 H 2.58382 3.82716 -4.95860
69 H 1.98372 1.70039 -3.85231
70 H -3.46354 2.79734 1.25153
71 H -4.18353 5.08275 0.62825
72 H -3.90673 5.87230 -1.69863
73 H -2.95593 4.35684 -3.41440
74 H -2.29591 2.07359 -2.80982
75 H -1.66167 -2.07545 -0.79582
76 H -3.09804 -3.92166 -1.60022
77 H -5.46464 -3.48084 -2.16730
78 H -6.39764 -1.20868 -1.91909
79 H -4.95774 0.63959 -1.12719
80 I 0.00986 3.72919 1.16534
81 C 1.78758 2.75494 1.62656
82 H 2.41054 2.63273 0.75080
83 H 2.23630 3.15827 2.52514
84 O 0.78434 -1.31123 1.86599
85 C 1.17745 -2.41825 2.19647
86 C 0.29820 -3.42094 2.86764
87 C -0.41404 -4.10322 1.67016
88 C 0.47811 -4.61273 0.51957
89 C 1.11149 -3.52043 -0.37283
90 C 2.38793 -2.87632 0.20767
91 N 2.34434 -2.92287 1.67885
92 H -0.43881 -2.94455 3.51084
93 H 0.88801 -4.13421 3.44733
94 H -1.11617 -3.37329 1.25551
95 H -1.01032 -4.92999 2.05894
96 H -0.15542 -5.23499 -0.11512
97 H 1.25525 -5.28146 0.90723
98 H 0.36318 -2.73980 -0.54146
99 H 1.34875 -3.94440 -1.35064
100 H 2.48310 -1.83971 -0.11020
101 H 3.28326 -3.41027 -0.10636
102 H 2.54905 -3.84327 2.03941

Results
Highest occupied orbital energy (spin up / spin down) in eV: -7.2183 / -7.3433
E_LUMO (spin up / spin down) in eV: 0.48 / -0.76
Energy above the lowest of the compared OMol25 structures with the same formula, charge and spin in kJ/mol: 0.0
Max |F| in eV Å⁻¹: 0.554
2S+1: 6
HOMO-LUMO gap (spin up / spin down) in eV: 7.7 / 6.6

Mulliken atomic charge list, values in e, 99 entries: atom 1 (Fe): -0.6126, atom 2 (C): -0.3823, atom 3 (Si): -0.2976, atom 4 (C): -1.3812, atom 5 (C): -0.4831, atom 6 (N): 1.4051, atom 7 (C): 0.9222, atom 8 (C): -0.5507, atom 9 (C): -0.9561, atom 10 (C): -0.5355, atom 11 (C): -1.0713, atom 12 (C): -0.0098, atom 13 (F): 0.1020, atom 14 (H): 0.3574, atom 15 (H): -0.2028, atom 16 (H): 0.2482, atom 17 (H): 0.3594, atom 18 (H): 0.3641, atom 19 (H): 0.3649, atom 20 (H): 0.4011, atom 21 (H): 0.3226, atom 22 (H): -0.2122, atom 23 (H): 0.2243, atom 24 (H): 0.4223, atom 25 (H): 0.4038, atom 26 (H): 0.4616, atom 27 (Se): -0.1870, atom 28 (P): 1.1298, atom 29 (C): 0.5979, atom 30 (C): -0.6397, atom 31 (C): -0.7112, atom 32 (C): -0.6324, atom 33 (C): -0.7797, atom 34 (C): 0.2092, atom 35 (C): 0.1600, atom 36 (C): -0.6242, atom 37 (C): -0.6445, atom 38 (C): -0.4472, atom 39 (C): -0.7391, atom 40 (C): -0.2529, atom 41 (C): 0.4632, atom 42 (C): -0.9000, atom 43 (N): 1.7291, atom 44 (N): -0.8149, atom 45 (N): -0.6867, atom 46 (P): 1.9863, atom 47 (Se): -0.5441, atom 48 (C): 0.4616, atom 49 (C): -0.9084, atom 50 (C): -0.5354, atom 51 (C): -0.6061, atom 52 (C): -0.7196, atom 53 (C): -0.0271, atom 54 (C): -0.1346, atom 55 (C): 0.3603, atom 56 (C): -0.6552, atom 57 (C): -0.7306, atom 58 (C): -0.7238, atom 59 (C): -0.9606, atom 60 (H): 0.3717, atom 61 (H): 0.4051, atom 62 (H): 0.3788, atom 63 (H): 0.4015, atom 64 (H): 0.0787, atom 65 (H): 0.4324, atom 66 (H): 0.4339, atom 67 (H): 0.4012, atom 68 (H): 0.4064, atom 69 (H): 0.4370, atom 70 (H): 0.3089, atom 71 (H): 0.4186, atom 72 (H): 0.3905, atom 73 (H): 0.5074, atom 74 (H): 0.1263, atom 75 (H): 0.1953, atom 76 (H): 0.4841, atom 77 (H): 0.3971, atom 78 (H): 0.4146, atom 79 (H): 0.4275, atom 80 (I): 0.1570, atom 81 (C): -1.2797, atom 82 (H): 0.5665, atom 83 (H): 0.5655, atom 84 (O): 0.3237, atom 85 (C): -0.0826, atom 86 (C): -0.7437, atom 87 (C): -0.2524, atom 88 (C): -1.4056, atom 89 (C): 2.4535, atom 90 (C): -1.1717, atom 91 (N): -0.0685, atom 92 (H): 0.0352, atom 93 (H): 0.3915, atom 94 (H): -0.0054, atom 95 (H): 0.5355, atom 96 (H): 0.4668, atom 97 (H): 0.3393, atom 98 (H): -1.7608, atom 99 (H): 0.2585


Formula: C2H8N4O
Source: the OMol25 dataset
Level of theory: wB97M-V/def2-TZVPD

CARTESIAN COORDINATES (ANGSTROEM)
1 H -0.37894 -2.52580 -0.85288
2 N -0.52913 -2.64420 0.16297
3 N -0.14677 -1.69396 0.82894
4 N 0.57935 -0.60310 -0.08443
5 N 1.67740 -0.04377 0.51992
6 C -0.52277 0.26442 -0.36030
7 C -0.99249 1.20513 0.72422
8 O 0.14055 1.16260 -1.51315
9 H 1.87839 0.89963 0.19222
10 H 2.46906 -0.67330 0.43054
11 H -1.32462 -0.25894 -0.87922
12 H -1.19457 0.68530 1.66473
13 H -0.24747 1.98493 0.90799
14 H -1.90542 1.71622 0.40799
15 H 0.49742 0.52484 -2.14955

Results
Highest occupied orbital energy in eV: -8.3213
E_LUMO in eV: 0.67
Energy above the lowest of the compared OMol25 structures with the same formula, charge and spin in kJ/mol: 468.6
Max |F| in eV Å⁻¹: 4.447
2S+1: 1
HOMO-LUMO gap in eV: 9.0

Computed natural (NBO) charges, given in elementary charges: atom 1 (H): 0.3035, atom 2 (N): -0.2951, atom 3 (N): 0.0271, atom 4 (N): -0.2494, atom 5 (N): -0.6837, atom 6 (C): 0.2354, atom 7 (C): -0.6732, atom 8 (O): -0.7749, atom 9 (H): 0.3891, atom 10 (H): 0.3685, atom 11 (H): 0.1928, atom 12 (H): 0.2382, atom 13 (H): 0.2289, atom 14 (H): 0.2272, atom 15 (H): 0.4653